This record from OMol25 describes a cluster of 18 separate species, C20H60BN19O38P in total. The level of theory is the ωB97M-V functional and the def2-TZVPD basis.

Each line ends with the Mulliken charge.
Geometry (Å):
C 0.3233 -0.0507 2.9287  -0.54
O -0.9137 0.2722 2.2726  -0.07
B -1.5816 1.2657 2.9980  -0.20
O -1.0653 2.5629 2.8450  -0.19
N -2.7213 0.9882 3.8864  0.07
C -4.0054 1.3234 3.2680  0.62
P -5.2481 -0.0489 3.5156  0.18
N -5.0090 -1.3209 2.5916  -0.72
C -4.6641 2.5921 3.9043  -0.01
O -5.0737 2.4075 5.0637  -0.72
O -4.7799 3.6519 3.2635  -0.70
H 1.2128 0.3103 2.3900  0.17
H 0.3564 0.3982 3.9352  -0.06
H 0.4392 -1.1358 3.0099  0.45
H -1.0355 2.9984 3.7014  0.16
H -2.6015 1.5013 4.7530  0.22
H -3.8776 1.4956 2.1918  0.07
H -6.4962 0.5996 3.2747  0.05
H -5.1967 -0.3229 4.9026  0.07
H -4.8623 -2.1065 3.2192  0.18
C 4.9108 -1.1907 2.3934  -0.77
N 3.4811 -1.2604 2.7847  0.97
O 2.6890 -1.7470 2.0088  -0.51
O 3.1795 -0.8189 3.8682  -0.50
H 5.0228 -1.6208 1.4042  0.32
H 5.1993 -0.1423 2.3972  0.26
H 5.4764 -1.7564 3.1275  0.27
C -0.4321 -2.3872 0.5184  -0.47
N -1.2786 -3.6094 0.5196  1.07
O -1.3065 -4.2761 -0.5005  -0.69
O -1.8807 -3.8613 1.5305  -0.58
H 0.0452 -2.3013 -0.4516  0.21
H -1.0766 -1.5316 0.7110  0.12
H 0.3088 -2.5023 1.3025  0.28
C 3.9130 3.1994 5.6713  -0.82
N 4.1749 2.2585 4.5521  0.81
O 3.2508 2.0274 3.8213  -0.30
O 5.2968 1.7908 4.4531  -0.59
H 2.8758 3.5078 5.6071  0.24
H 4.1096 2.6670 6.5992  0.34
H 4.5789 4.0493 5.5558  0.29
C 0.8544 -5.7844 -2.5491  -0.28
N 2.2354 -5.7247 -1.9965  0.99
O 2.3981 -5.1688 -0.9330  -0.55
O 3.1145 -6.2407 -2.6559  -0.60
H 0.1804 -5.2866 -1.8585  0.10
H 0.8666 -5.2831 -3.5003  0.15
H 0.5923 -6.8316 -2.6593  0.28
C -1.6401 1.4947 -2.0918  -0.83
N -2.1556 0.1062 -2.2020  1.07
O -1.8150 -0.5450 -3.1742  -0.65
O -2.8783 -0.2877 -1.3253  -0.57
H -1.0132 1.6976 -2.9482  0.34
H -2.4967 2.1618 -2.0737  0.30
H -1.0701 1.5624 -1.1686  0.29
C -3.3877 -1.4775 -5.6871  -0.67
N -2.9655 -0.8253 -6.9562  0.90
O -2.9626 -1.4991 -7.9647  -0.56
O -2.6485 0.3431 -6.9052  -0.50
H -3.6383 -2.5104 -5.8993  0.29
H -2.5568 -1.4158 -4.9892  0.25
H -4.2529 -0.9379 -5.3118  0.32
C -3.2843 1.5817 -9.9057  -0.67
N -4.2114 2.1170 -10.9395  0.87
O -5.3679 2.2954 -10.6225  -0.52
O -3.7442 2.3389 -12.0322  -0.55
H -3.8347 1.4318 -8.9849  0.28
H -2.8892 0.6404 -10.2754  0.31
H -2.4918 2.3120 -9.7695  0.26
C -0.3547 0.0496 7.8756  -0.91
N -0.5850 0.1198 6.4084  0.91
O -0.0843 1.0578 5.8072  -0.47
O -1.2444 -0.7564 5.9215  -0.43
H 0.2528 0.8971 8.1728  0.31
H -1.3270 0.0798 8.3590  0.32
H 0.1565 -0.8864 8.0809  0.31
C 5.7132 -4.8650 5.4104  -0.53
N 6.9033 -4.3757 4.6623  0.90
O 7.9712 -4.8959 4.8958  -0.51
O 6.7201 -3.4835 3.8645  -0.58
H 6.0265 -5.6563 6.0821  0.17
H 5.3063 -4.0238 5.9648  0.28
H 4.9984 -5.2353 4.6807  0.28
C 0.7850 5.1671 2.0319  -0.84
N 1.5777 4.7449 3.2153  1.05
O 2.7693 4.9886 3.2033  -0.59
O 0.9908 4.1776 4.1048  -0.54
H 1.4482 5.6534 1.3312  0.33
H 0.3497 4.2731 1.5993  0.32
H 0.0136 5.8505 2.3774  0.27
C 3.0597 4.0160 -1.8270  -0.84
N 1.6160 3.7556 -1.5843  0.90
O 1.0209 3.1258 -2.4221  -0.48
O 1.1540 4.2052 -0.5552  -0.54
H 3.3381 3.5645 -2.7721  0.32
H 3.1970 5.0931 -1.8550  0.31
H 3.6140 3.5719 -1.0049  0.29
C -1.1131 -5.1867 -7.0157  -0.65
N -0.5349 -5.2288 -5.6464  0.94
O -0.6086 -6.2776 -5.0412  -0.53
O -0.0335 -4.2059 -5.2398  -0.54
H -1.5246 -6.1622 -7.2474  0.33
H -1.8888 -4.4265 -7.0189  0.15
H -0.3105 -4.9299 -7.7010  0.28
C -2.4214 4.0264 -6.7816  -0.56
N -1.6633 3.6356 -5.5654  0.92
O -0.4937 3.9504 -5.5045  -0.57
O -2.2760 3.0281 -4.7243  -0.43
H -1.7546 4.5611 -7.4491  0.29
H -2.7855 3.1124 -7.2420  0.04
H -3.2447 4.6597 -6.4637  0.32
C 9.3855 -7.6267 7.0551  -0.68
N 7.9918 -7.9995 7.4155  0.86
O 7.7771 -9.1481 7.7222  -0.52
O 7.1670 -7.1147 7.3730  -0.55
H 10.0109 -8.5084 7.1352  0.32
H 9.3689 -7.2509 6.0357  0.27
H 9.7073 -6.8567 7.7499  0.26
C 7.9801 0.8577 6.1910  -0.53
N 7.5322 1.6192 7.3860  0.92
O 8.0579 2.6883 7.6012  -0.55
O 6.6665 1.1133 8.0640  -0.53
H 8.7503 1.4280 5.6849  0.29
H 8.3681 -0.0966 6.5362  0.29
H 7.1139 0.7219 5.5495  0.14
C -5.7587 4.6480 0.2550  -0.53
N -5.9519 4.7317 -1.2202  0.90
O -5.3534 5.6000 -1.8219  -0.56
O -6.6982 3.9236 -1.7271  -0.54
H -5.0715 5.4266 0.5610  0.29
H -6.7297 4.7845 0.7202  0.28
H -5.3532 3.6663 0.4843  0.16
C -8.5939 2.3093 -11.0145  -0.70
N -9.9625 1.7546 -10.8319  0.87
O -10.0584 0.6030 -10.4739  -0.52
O -10.8896 2.5004 -11.0572  -0.53
H -7.8703 1.5387 -10.7801  0.33
H -8.5041 2.6222 -12.0503  0.28
H -8.4906 3.1540 -10.3401  0.28

Lowest unoccupied orbital energy   0.0363 hartree
Energy   -137751.328 eV
Charge   -1
Kohn-Sham gap   0.2049 Eh
HOMO   -0.16862 hartree